DFT (ωB97M-V with the def2-TZVPD basis set) results for a structure of composition C36H40F3N5O2S2Sb2V.

Each line ends with the Mulliken spin population.
Positions of all 91 atoms, in Å:
V 1.2408 1.0522 1.1642  2.310
C 0.2917 3.6538 2.9451  0.016
O 0.4910 2.2518 2.7996  0.021
C -0.1146 1.4438 3.7414  0.027
C -0.9470 1.8836 4.7524  -0.016
C -1.5211 0.9604 5.6201  0.021
C -1.2430 -0.3915 5.4872  -0.003
C -0.4071 -0.8324 4.4752  0.030
C 0.1554 0.0749 3.5796  -0.069
N 0.9516 -0.2755 2.4866  -0.031
N 1.2889 -1.5498 2.4339  0.393
C 1.9148 -2.0668 1.3691  0.082
C 2.1474 -1.3823 0.1304  0.134
O 1.8178 -0.1311 -0.0387  0.057
C 2.6809 -2.1122 -0.9644  -0.097
C 3.0167 -3.4239 -0.8610  0.139
C 2.8417 -4.1350 0.3615  -0.018
C 3.1971 -5.4927 0.4774  0.038
C 2.9846 -6.1778 1.6454  -0.031
C 2.4089 -5.5222 2.7423  0.038
C 2.0799 -4.1912 2.6617  -0.037
C 2.2902 -3.4664 1.4755  -0.016
H 0.6050 3.9818 3.9365  0.000
H -0.7570 3.9046 2.7726  -0.001
H 0.9091 4.1497 2.2025  0.001
H -1.1788 2.9326 4.8743  0.000
H -2.1924 1.3103 6.3937  0.002
H -1.6821 -1.1013 6.1758  -0.001
H -0.1794 -1.8802 4.3474  0.003
H 2.8255 -1.5580 -1.8851  0.005
H 3.4208 -3.9554 -1.7143  0.004
H 3.6445 -5.9848 -0.3783  0.001
H 3.2610 -7.2209 1.7288  -0.001
H 2.2159 -6.0700 3.6557  0.002
H 1.6540 -3.6733 3.5085  0.006
F 4.1099 6.3852 -0.3318  0.000
C 3.9934 5.1556 0.2123  -0.006
F 4.1548 5.3093 1.5424  0.000
F 5.0312 4.4324 -0.2329  -0.001
C 2.6693 4.5382 -0.1148  -0.004
C 1.7008 5.2655 -0.7863  0.026
C 0.4479 4.6978 -0.9922  -0.015
C 0.2212 3.4069 -0.5665  0.039
N 1.1604 2.6815 0.0568  -0.112
C 2.3670 3.2390 0.3240  0.054
S 3.3105 2.1967 1.3155  -0.045
H 1.9092 6.2694 -1.1287  0.002
H -0.3353 5.2511 -1.4896  0.000
H -0.7415 2.9323 -0.7005  -0.008
C 2.7029 1.2766 -2.9427  0.000
Sb 0.5900 0.8802 -2.6693  0.004
C 0.1160 2.2707 -4.2786  0.000
C 0.4371 -0.8632 -4.0156  0.000
C -1.0205 -1.1213 -4.1908  0.000
C -1.6841 -0.5009 -5.2527  0.000
C -3.0530 -0.6014 -5.4255  0.000
C -3.7956 -1.3585 -4.5320  0.000
C -3.1524 -2.0067 -3.4928  -0.001
C -1.7738 -1.8995 -3.2864  0.001
C -1.1741 -2.6310 -2.1333  -0.007
Sb -1.2182 -1.5377 -0.2074  0.030
C -1.1212 -3.4316 0.8608  0.006
C -3.3875 -1.5588 -0.0768  0.001
H 3.0722 0.7850 -3.8420  0.000
H 3.2665 0.9427 -2.0730  0.000
H 2.8274 2.3551 -3.0473  0.000
H 0.7235 2.0504 -5.1567  0.000
H 0.3253 3.2884 -3.9471  0.000
H -0.9375 2.1936 -4.5446  0.000
H 0.9757 -1.6964 -3.5680  0.002
H 0.9140 -0.5819 -4.9537  0.000
H -1.0988 0.0723 -5.9627  0.000
H -3.5360 -0.1005 -6.2550  0.000
H -4.8680 -1.4527 -4.6495  0.000
H -3.7257 -2.6250 -2.8118  0.000
H -0.1303 -2.8948 -2.3006  0.008
H -1.7363 -3.5423 -1.9294  0.000
H -2.0040 -4.0263 0.6268  0.001
H -1.0716 -3.2555 1.9349  0.000
H -0.2273 -3.9718 0.5541  -0.003
H -3.7783 -2.5518 -0.2958  0.000
H -3.7978 -0.8456 -0.7913  0.000
H -3.6857 -1.2707 0.9313  0.000
N -4.6759 1.7871 0.4649  0.000
C -3.8220 1.6931 1.5015  0.004
N -4.3589 1.6759 2.7355  0.000
S -2.1722 1.6441 1.2792  0.012
H -5.6688 1.6823 0.5867  0.000
H -4.2973 1.7190 -0.4620  0.000
H -5.3524 1.6506 2.8866  0.000
H -3.7366 1.5932 3.5218  0.000

Kohn-Sham gap (alpha / beta), hartree: 0.2351 / 0.2544
Relative energy (zero: lowest compared OMol25 entry of this formula, charge and spin), kJ/mol: 71.6
Multiplicity: 4
Molecular weight, Da: 990.3
HOMO energy (alpha / beta), eV: -6.4 / -7.5

DFT (ωB97M-V with the def2-TZVPD basis set) results for the molecule C10H10N2OS.

Each line ends with the Löwdin charge.
Positions of all 24 atoms, in Å:
N -1.9893 -2.2998 1.1039  0.203
C -1.5755 -1.8098 -0.0740  -0.504
O -1.5617 -2.4742 -1.1185  0.054
C -1.0638 -0.3348 -0.2198  -0.133
C 0.3209 -0.2295 -0.3677  -0.161
C 1.1457 -1.1799 0.2114  -0.042
C 2.5674 -1.0152 0.2604  -0.073
C 3.0978 0.1012 -0.3704  -0.106
C 2.2951 1.2109 -0.6334  -0.043
C 0.8442 1.1621 -0.6522  -0.253
N 0.1979 2.2084 0.3933  -0.401
S -0.9903 3.1854 -0.0436  0.904
C -2.2410 1.9779 -0.2711  -0.377
C -2.1113 0.5993 -0.3035  -0.129
H -2.0070 -1.7065 1.8761  0.088
H -2.0577 -3.2098 1.4388  0.095
H 0.7887 -2.1830 0.4685  0.112
H 3.2536 -1.8097 0.7695  0.135
H 4.1386 0.3624 -0.2688  0.096
H 2.7732 2.1413 -0.8208  0.095
H 0.4786 1.3412 -1.6621  0.152
H 0.0072 1.6326 1.2241  0.094
H -3.2550 2.3420 -0.4283  0.057
H -3.0562 -0.0124 -0.5118  0.137

Kohn-Sham gap (alpha / beta), hartree: 0.2411 / 0.2381
Relative energy (zero: lowest compared OMol25 entry of this formula, charge and spin), kJ/mol: 416.0
SMILES: NC(=O)C1=C2C=CC=C[C@@H]2NSC=C1
Multiplicity: 1
Molecular weight, Da: 206.3
HOMO energy (alpha / beta), eV: -7.3 / -7.3

DFT (ωB97M-V with the def2-TZVPD basis set) results for a structure of composition C23H44CeNOP3.

Each line ends with the Mulliken spin population.
Positions of all 73 atoms, in Å:
Ce 0.1534 0.1092 -1.3736  0.013
P -0.6509 -0.7403 1.4757  0.001
P -2.3650 1.2643 -0.5885  0.001
P 2.6314 -0.6748 0.2749  -0.002
H 1.4110 6.2613 -4.3388  0.001
C 2.1710 5.6070 -4.7577  0.039
C 1.8960 4.4919 -5.4468  0.002
H 0.8726 4.1492 -5.6350  0.000
C -0.1395 0.4432 2.7828  0.000
C -2.3596 -1.0791 2.0736  0.000
C 0.1064 -2.2708 2.1270  0.000
C -2.4029 2.4657 -1.9797  0.004
C -4.0987 0.6831 -0.5826  0.000
C -2.3775 2.4428 0.8228  -0.001
C 3.8498 -0.0776 -0.9546  0.005
C 3.3633 -2.3223 0.6837  0.000
C 3.2085 0.2805 1.7530  0.002
H 3.2334 5.8906 -4.5958  0.001
H 2.7340 3.9000 -5.8616  0.002
H -0.4755 0.0819 3.7651  0.000
H -0.5751 1.4246 2.5819  0.000
H 0.9451 0.5742 2.8007  0.000
H -2.4200 -1.2251 3.1657  0.000
H -2.7630 -1.9867 1.6025  0.000
H -3.0241 -0.2504 1.7967  0.000
H -0.0650 -2.3281 3.2118  0.000
H 1.1795 -2.3290 1.9247  0.000
H -0.3698 -3.1339 1.6456  0.000
H -3.3179 3.0544 -1.8684  0.000
H -2.4157 1.9471 -2.9452  0.000
H -1.5281 3.1229 -1.9534  -0.002
H -4.7540 1.5510 -0.4285  0.000
H -4.2762 -0.0687 0.1980  0.000
H -4.3148 0.2398 -1.5641  0.000
H -3.1697 3.1970 0.6859  0.000
H -1.3973 2.9359 0.8665  0.000
H -2.5498 1.8959 1.7581  0.000
H 4.8315 -0.2993 -0.5265  0.000
H 3.7456 0.9978 -1.1265  0.009
H 3.7506 -0.5801 -1.9215  -0.001
H 4.4355 -2.3231 0.4447  0.000
H 2.8669 -3.1106 0.0989  0.000
H 3.2441 -2.5431 1.7518  0.000
H 4.2945 0.4601 1.7275  0.000
H 2.9681 -0.2759 2.6679  0.000
H 2.6863 1.2447 1.7682  0.000
C 1.8558 2.9548 -2.1632  0.224
C 1.8503 4.0831 -1.3003  0.132
C 3.0344 4.8266 -1.1843  0.039
C 4.1509 4.4671 -1.9406  0.226
C 4.0844 3.4590 -2.9161  -0.002
C 2.9206 2.7400 -3.0637  0.156
O 0.9157 2.0287 -2.1075  0.153
H 0.5903 1.5296 -0.0830  -0.002
H 0.9283 4.2861 -0.7273  0.005
H 3.0509 5.6756 -0.5076  0.001
H 5.0809 5.0231 -1.8010  -0.004
H 4.9204 3.2885 -3.5713  0.001
H 2.7579 1.9925 -3.8409  -0.005
N -1.4165 -2.0168 -2.0143  0.002
C -1.0112 -3.3122 -1.4908  -0.001
C -1.7234 -3.9207 -0.4422  0.001
C -1.1611 -5.0410 0.1862  0.000
C 0.0499 -5.5665 -0.2623  0.001
C 0.6949 -5.0040 -1.3614  0.000
C 0.1466 -3.8848 -2.0023  0.001
H -2.3683 -1.7859 -1.7353  0.000
H -1.4187 -2.0659 -3.0376  0.000
H -2.6898 -3.5119 -0.1406  0.000
H -1.6989 -5.5086 1.0219  0.000
H 0.4839 -6.4228 0.2356  0.000
H 1.6260 -5.4365 -1.7617  0.000
H 0.6120 -3.4425 -2.8982  0.000

Kohn-Sham gap (alpha / beta), hartree: 0.2231 / 0.1853
Relative energy (zero: lowest compared OMol25 entry of this formula, charge and spin), kJ/mol: 213.8
Multiplicity: 2
Molecular weight, Da: 583.6
Charge: +3
HOMO energy (alpha / beta), eV: -16.8 / -16.7

DFT (ωB97M-V with the def2-TZVPD basis set) results for the molecule C9H13Cl3.

Each line ends with the Löwdin charge.
Positions of all 25 atoms, in Å:
Cl -1.4824 -0.3699 -3.8560  0.552
C -1.4582 -0.8467 -2.1136  -1.353
Cl -3.1837 -0.7696 -1.5016  0.548
Cl -1.0074 -2.6559 -2.0253  0.513
C -0.5762 0.2545 -1.3321  -0.409
C 0.9034 0.3358 -1.5838  -0.158
C 1.4371 0.9672 -0.3100  -0.140
C 0.3139 1.1569 0.6754  -0.287
C 0.6244 0.7520 2.1102  -0.149
C 0.4214 -0.7331 2.1923  -0.149
C -0.4900 -1.1248 0.9483  -0.103
C -0.7510 0.2194 0.1646  -0.304
H -1.1120 1.1327 -1.4976  0.110
H 1.2661 -0.7050 -1.8330  0.128
H 1.1141 1.0278 -2.4134  0.118
H 2.2916 0.2461 -0.0233  0.153
H 1.9403 1.8441 -0.5910  0.092
H -0.1103 2.1592 0.6629  0.149
H 1.6302 1.0745 2.3330  0.110
H 0.0174 1.2210 2.8496  0.104
H 1.2503 -1.2749 2.0923  0.054
H -0.0028 -1.0897 3.1110  0.102
H -1.3995 -1.6595 1.1786  0.096
H 0.1255 -1.7400 0.2527  0.080
H -1.7622 0.5781 0.5097  0.143

Kohn-Sham gap, hartree: 0.4110
SMILES: ClC(Cl)(Cl)[C@@H]1CC[C@@H]2CCC[C@@H]21
Multiplicity: 1
Molecular weight, Da: 227.6
HOMO energy, eV: -10.7

DFT (ωB97M-V with the def2-TZVPD basis set) results for a cluster of 2 separate species, C4H7N3O2S in total.

Each line ends with the Löwdin charge.
Positions of all 17 atoms, in Å:
H 0.4036 0.1998 -2.2664  0.075
N 0.7628 0.7433 -1.4777  0.044
C 0.4404 0.2019 -0.3483  -0.460
C 1.0871 0.7252 0.8600  -0.232
N 2.1751 1.3380 0.8022  -0.406
S 3.1136 1.6073 -0.4708  0.775
N -0.3280 -0.9366 -0.2520  -0.027
C -0.6633 -1.6378 0.9995  -0.039
H 0.5731 0.7366 1.7380  0.077
H 2.3150 0.9836 -1.3778  -0.152
H -0.3768 -1.3568 -1.2183  0.163
H -0.9109 -2.5697 0.6281  0.068
H 0.3117 -1.5924 1.5556  0.112
H -1.4156 -1.2780 1.5470  0.030
O -2.9621 0.8848 -1.2938  0.201
C -2.4197 0.9106 -0.2611  -0.435
O -2.1060 1.0402 0.8359  0.207

Kohn-Sham gap, hartree: 0.3239
Relative energy (zero: lowest compared OMol25 entry of this formula, charge and spin), kJ/mol: 130.8
SMILES: [H]/N=C(/C=N\S)NC.O=C=O
Multiplicity: 1
Molecular weight, Da: 161.2
HOMO energy, eV: -8.4

DFT (ωB97M-V with the def2-TZVPD basis set) results for a structure of composition C4H9ClN2.

Each line ends with the Löwdin charge.
Positions of all 16 atoms, in Å:
C 0.9279 0.9331 -0.4851  -0.334
C 0.1566 -0.2469 -0.1412  -0.654
C -1.0765 -0.6237 -0.8757  -0.290
C -0.8897 -0.4073 1.1214  -0.145
H 1.9453 1.5231 1.0810  0.112
H 2.4981 -0.1458 0.2520  -0.050
H 1.0429 0.9026 -1.6516  0.144
H 0.2847 1.7530 -0.4886  0.096
H -1.4322 -0.0272 -1.8199  0.153
H -1.3848 -1.7779 -0.9085  0.157
H -2.7502 -0.1215 0.0963  0.104
H -0.6762 -1.4122 1.5615  0.096
H -0.6130 0.2406 2.0608  0.130
N 2.2841 0.9343 0.1969  -0.080
N -1.7855 0.0826 0.0705  -0.065
Cl 1.4684 -1.6069 -0.0698  0.625

Kohn-Sham gap, hartree: 0.3636
Relative energy (zero: lowest compared OMol25 entry of this formula, charge and spin), kJ/mol: 337.8
Multiplicity: 1
Molecular weight, Da: 120.6
HOMO energy, eV: -9.1

DFT (ωB97M-V with the def2-TZVPD basis set) results for a structure of composition C18H28InN4S2.

Each line ends with the Löwdin charge.
Positions of all 53 atoms, in Å:
In 0.9999 -0.3059 -0.1446  0.759
S -0.9821 1.4220 -0.0376  0.903
S -0.1946 -2.7061 -0.6755  0.901
C -2.7660 1.2385 -0.2956  -0.278
C -0.5223 2.1792 -1.6495  -0.387
C -0.7477 1.2300 -2.8024  -0.203
N -0.0327 -0.0628 -2.5174  -0.123
C -0.7684 -1.2306 -3.0613  -0.229
C -0.1732 -2.5159 -2.5285  -0.371
H 0.5179 2.5280 -1.5575  0.065
H -1.2145 3.0289 -1.6619  0.106
H -0.3524 1.6893 -3.7250  0.155
H -1.8275 1.0384 -2.9235  0.132
H -0.6838 -1.2230 -4.1628  0.161
H -1.8345 -1.1279 -2.8092  0.126
H 0.8818 -2.6256 -2.8175  0.087
H -0.7625 -3.3720 -2.8792  0.114
C -1.9581 -2.2933 -0.4096  -0.303
H 0.8750 -0.0235 -2.9899  0.120
H -2.1211 -1.2208 -0.5619  -0.014
H -2.2293 -2.5316 0.6251  0.068
H -2.5827 -2.8869 -1.0897  0.087
H -3.1701 1.4796 0.6972  0.069
H -3.1188 0.2467 -0.6011  0.043
H -3.0717 2.0192 -1.0004  0.075
C 2.9298 -0.9177 -1.1697  -0.070
C 3.1735 -1.0159 0.2196  -0.002
H 3.3800 -0.0989 -1.7460  0.102
H 2.7409 -1.8420 -1.7256  0.097
H 3.7425 -0.2249 0.7246  0.113
H 3.1826 -2.0020 0.7106  0.126
N 1.1725 2.3495 2.5992  0.136
C 0.6145 1.1559 3.0371  -0.280
C 0.0661 1.1528 4.3435  0.049
C -0.6544 0.0396 4.7569  0.011
C -0.7726 -1.0393 3.8754  -0.019
C -0.1173 -1.0041 2.6561  -0.142
N 0.5634 0.0885 2.2346  0.008
C 1.9477 2.7189 1.5007  -0.269
C 2.6667 3.9231 1.6854  0.043
C 3.5995 4.3103 0.7368  0.013
C 3.7120 3.5371 -0.4270  -0.010
C 2.8358 2.4693 -0.6108  -0.143
N 2.0050 2.0071 0.3707  0.022
H 1.1933 3.0541 3.3286  0.148
H 0.1927 2.0474 4.9689  0.143
H -1.1129 0.0047 5.7461  0.143
H -1.3559 -1.9170 4.1269  0.129
H -0.1412 -1.8665 1.9824  0.074
H 2.4577 4.4936 2.5935  0.140
H 4.2366 5.1716 0.9228  0.141
H 4.4786 3.7375 -1.1776  0.133
H 2.7743 1.9511 -1.5752  0.103

Kohn-Sham gap, hartree: 0.2164
Relative energy (zero: lowest compared OMol25 entry of this formula, charge and spin), kJ/mol: 0.0
Multiplicity: 1
Molecular weight, Da: 479.4
Charge: +3
HOMO energy, eV: -17.0

DFT (ωB97M-V with the def2-TZVPD basis set) results for the molecule C2H3Cl2NOS.

Each line ends with the Löwdin charge.
Positions of all 10 atoms, in Å:
O 0.3515 -1.6495 1.2446  0.075
C -0.1858 -0.8532 0.5084  -0.643
N -1.5618 -0.6176 0.4738  -0.358
S -2.4942 0.3032 -0.5715  0.790
C 0.5739 0.1439 -0.3078  -1.090
Cl 2.1071 -0.5233 -0.8520  0.628
Cl 0.8522 1.5997 0.6360  0.634
H -2.0134 -1.1371 1.1194  0.046
H -2.6846 -0.6635 -1.5531  -0.099
H 0.0884 0.4243 -1.2262  0.017

Kohn-Sham gap, hartree: 0.3879
Relative energy (zero: lowest compared OMol25 entry of this formula, charge and spin), kJ/mol: 74.1
SMILES: O=C(NS)C(Cl)Cl
Multiplicity: 1
Molecular weight, Da: 160.0
HOMO energy, eV: -10.3